Formula: C33H28BrCsN7O2S
Source: OMol25
Level of theory: ωB97M-V/def2-TZVPD

Geometry as XYZ:
```
73
Properties=species:S:1:pos:R:3:forces:R:3
Cs 0.811250 0.378381 0.273008 -0.1 0.1 0.1
O 2.627918 4.689574 2.325087 0.0 -0.1 0.0
C 1.983997 4.934452 3.466591 0.0 0.0 0.1
C 2.197004 6.140889 4.147150 0.0 0.0 0.0
C 1.540764 6.409948 5.334023 0.0 0.0 0.0
C 0.650897 5.488459 5.876614 0.0 0.0 0.0
C 0.435677 4.295251 5.202364 0.0 0.0 0.0
C 1.083505 3.997358 4.011218 0.0 0.0 0.0
C 0.793037 2.690063 3.277694 0.1 0.0 -0.1
O 1.483894 2.563967 2.108851 0.0 0.0 0.1
N 1.090672 1.580879 4.220622 0.0 0.0 0.0
N 0.639097 0.391014 3.800918 0.0 -0.1 0.0
C 1.235661 -0.673296 4.170225 0.0 0.0 0.0
C 0.758781 -2.010224 3.816818 0.1 0.1 0.0
Br -0.828807 -2.081299 2.784151 0.0 0.0 0.0
C 1.397656 -3.109121 4.227660 0.0 0.0 0.0
C 1.096872 -4.529883 3.985412 0.0 0.0 0.0
C 1.247760 -5.432186 5.040085 0.0 0.0 0.0
C 0.993656 -6.783099 4.866666 0.0 0.0 0.0
C 0.599405 -7.260757 3.624785 0.0 0.0 0.0
C 0.470481 -6.377762 2.562159 0.0 0.0 0.0
C 0.717944 -5.025040 2.737588 0.0 0.0 0.0
H 2.253434 3.708267 2.065591 0.0 0.0 0.0
H 2.893022 6.850854 3.717148 0.0 0.0 0.0
H 1.725777 7.349089 5.843309 0.0 0.0 0.0
H 0.135197 5.697351 6.805210 0.0 0.0 0.0
H -0.253083 3.560655 5.606957 0.0 0.0 0.0
H -0.299263 2.597301 3.133275 0.0 0.0 0.0
H 2.072471 1.585794 4.498298 0.0 0.0 0.0
H 2.141022 -0.645318 4.784014 0.0 0.0 0.0
H 2.255529 -2.922519 4.869098 0.0 0.0 0.0
H 1.559644 -5.061369 6.009631 0.0 0.0 0.0
H 1.106537 -7.463908 5.701058 0.0 0.0 0.0
H 0.403348 -8.316042 3.483333 0.0 0.0 0.0
H 0.180591 -6.743587 1.585385 0.0 0.0 0.0
H 0.630093 -4.350196 1.898209 0.0 0.0 0.0
C -2.142748 2.313994 -4.090741 0.0 0.0 0.0
C -1.467262 2.011259 -2.781497 0.0 0.0 0.1
N -1.672053 0.950958 -2.099781 0.0 0.1 0.0
N -2.575198 0.069899 -2.625070 0.0 0.0 0.0
C -2.726409 -1.183241 -2.122133 0.1 0.0 0.0
N -3.594516 -1.934760 -2.865673 0.0 0.0 0.0
S -1.937468 -1.819480 -0.815167 -0.1 0.0 0.0
C -0.485292 2.987715 -2.231362 0.0 0.0 0.0
C 0.396373 3.637734 -3.087943 0.0 0.0 0.0
C 1.339414 4.496454 -2.545079 0.0 0.0 0.0
C 1.350049 4.695465 -1.175852 0.0 0.0 0.0
C 0.417499 4.016592 -0.402841 0.0 0.0 0.0
N -0.480115 3.174607 -0.911156 0.0 0.0 0.0
H -1.883009 1.571196 -4.850297 0.0 0.0 0.0
H -1.857367 3.293609 -4.461854 0.0 0.0 0.0
H -3.229790 2.314824 -3.964740 0.0 0.0 0.0
H -2.894153 0.220143 -3.573166 0.0 0.0 0.0
H -4.317370 -1.474069 -3.395850 0.0 0.0 0.0
H -3.836131 -2.819730 -2.454009 0.0 0.0 0.0
H 0.372030 3.435259 -4.150540 0.0 0.0 0.0
H 2.063194 4.988400 -3.182163 0.0 0.0 0.0
H 2.072030 5.339766 -0.693180 0.0 0.0 0.0
H 0.424547 4.117859 0.673577 0.0 0.0 0.0
N -2.565005 -0.671014 -8.208893 0.0 0.0 0.0
C -1.790588 -0.563509 -7.362854 0.0 0.0 0.0
C -0.843831 -0.438062 -6.295083 -0.1 0.0 0.0
C 0.140611 0.551671 -6.327527 0.0 0.0 0.0
C 1.029327 0.685680 -5.279073 0.0 0.0 0.0
C 0.982557 -0.166067 -4.158331 0.0 -0.1 0.0
C -0.022090 -1.159283 -4.148458 0.0 0.0 0.0
C -0.914272 -1.295055 -5.188956 0.0 0.0 0.0
C 1.909340 -0.076370 -3.090490 0.2 -0.1 0.4
C 2.700897 -0.135567 -2.130730 -0.3 0.1 -0.5
H 0.201907 1.213349 -7.182774 0.0 0.0 0.0
H 1.800383 1.444389 -5.315477 0.0 0.0 0.0
H -0.079786 -1.818194 -3.291703 0.0 0.0 0.0
H -1.674263 -2.066636 -5.155526 0.0 0.0 0.0
```
Forces are in eV/Å.

**HOMO**: -5.25 eV
**Charge**: -1
**Gap between HOMO and LUMO**: 7.120 eV
**Energy relative to the best compared isomer or geometry (same formula, charge and spin)**: 66.2 kJ/mol
**LUMO**: 1.9 eV
**Strongest force on any atom**: 0.617 eV Å⁻¹

---

Formula: C12H40N4O8
Source: OMol25
Level of theory: ωB97M-V/def2-TZVPD

Geometry as XYZ:
```
64
Properties=species:S:1:pos:R:3:forces:R:3
C -5.620730 -9.641860 1.519460 -0.2 -0.1 -1.0
O -5.970140 -10.584230 2.526120 0.4 0.7 0.1
H -4.867300 -8.890030 1.754330 -0.6 -0.5 0.8
H -5.200400 -10.152290 0.652920 -0.2 -0.3 0.0
H -6.483790 -9.094050 1.141120 -0.3 -0.1 0.3
H -5.216990 -10.550830 3.120470 -0.2 -0.4 0.4
C -5.176590 -6.105410 -2.711440 0.0 2.9 0.8
O -5.459440 -5.174660 -1.567510 1.5 2.1 -4.6
H -4.577650 -5.492030 -3.384590 -0.1 -0.1 -0.4
H -4.627490 -7.009370 -2.447920 -0.5 2.5 -0.1
H -6.156250 -6.333990 -3.131110 0.2 -0.3 -0.3
H -5.413730 -5.661660 -0.741480 0.2 0.2 -1.5
C -4.536510 -7.375920 0.045930 0.2 -1.1 -0.2
O -5.446210 -7.080960 -0.719160 0.1 -6.7 0.7
N -4.178300 -6.608330 0.991340 -2.9 5.3 4.5
N -3.619910 -8.294970 0.035530 -2.0 3.2 2.8
H -4.771050 -5.796810 1.092150 0.4 0.1 0.7
H -3.215500 -6.642140 1.294620 -0.9 0.7 -0.8
H -3.565110 -8.927530 -0.749950 0.8 2.8 1.5
H -3.139760 -8.485930 0.903340 -1.9 0.7 -1.0
C -1.671910 -4.876400 -0.586010 2.2 3.3 -1.2
O -0.855700 -3.947200 -0.679220 -0.3 -0.2 0.9
N -1.335920 -6.106210 -0.805000 3.2 -4.1 -1.1
N -2.939610 -4.789140 -0.406890 -3.6 2.0 1.0
H -0.341940 -6.269420 -0.878960 -0.1 0.0 -0.4
H -1.901030 -6.936230 -0.696330 -0.1 1.5 0.1
H -3.542770 -5.586080 -0.552450 0.4 1.0 -0.1
H -3.308360 -3.941450 -0.000040 -0.2 -0.1 -0.6
C -1.433050 -8.792960 -0.019700 2.0 -1.5 0.0
C -1.333330 -10.198330 -0.508330 2.5 -0.1 -1.5
O -0.693550 -11.072630 0.372520 -0.2 -0.7 1.6
H -0.491000 -8.254840 0.085400 0.6 -0.9 0.2
H -1.965390 -8.720310 0.928690 2.7 -1.2 -1.0
H -1.964440 -8.207320 -0.769870 0.7 -1.6 0.3
H -0.599510 -10.156930 -1.313250 -0.4 0.2 -1.1
H -2.262510 -10.623640 -0.887570 2.5 -0.1 0.4
H -0.883380 -11.950920 0.034610 0.3 -0.2 0.3
C -3.451690 -7.719250 3.442530 0.2 -0.5 0.3
C -2.338070 -6.861040 2.925990 1.5 0.7 2.8
O -1.928780 -7.111010 1.612150 1.3 1.3 1.7
H -3.395910 -8.687810 2.945650 -0.2 -0.1 0.1
H -4.434810 -7.263940 3.323070 0.2 -0.3 0.1
H -3.217040 -7.918410 4.488180 -0.3 0.1 0.1
H -1.454440 -7.045340 3.537000 0.0 -0.1 0.3
H -2.576170 -5.816490 3.126780 -0.1 0.3 -0.4
H -1.224370 -6.492200 1.406060 0.3 0.1 -0.3
C -3.817410 -8.828210 -3.137720 1.4 0.1 -1.0
C -3.691250 -10.120840 -2.474180 -0.8 -2.9 -2.0
O -3.767030 -9.874480 -1.146240 -3.6 -9.1 -4.2
H -3.895240 -9.056990 -4.200590 -0.5 0.7 -0.1
H -2.856890 -8.333400 -2.994010 0.2 0.4 -0.2
H -4.550500 -8.164960 -2.678600 -0.2 -1.9 -0.9
H -2.799420 -10.698480 -2.717240 0.6 0.4 -0.2
H -4.467910 -10.836650 -2.743490 -0.5 0.2 -0.2
H -3.501010 -10.619540 -0.602450 -1.0 0.0 0.4
C -6.835890 -5.320210 0.424300 -2.7 -0.4 1.0
C -8.343620 -4.984320 0.431100 0.8 1.6 0.5
O -9.235910 -5.729890 1.280650 0.6 -0.3 -0.9
H -6.308730 -4.481480 -0.030380 -0.3 0.4 1.0
H -6.597910 -6.157110 -0.232260 -1.9 0.5 1.3
H -6.519830 -5.634390 1.419030 -0.1 0.5 0.3
H -8.667260 -4.904310 -0.606660 -0.3 -0.5 -0.1
H -8.405260 -3.959510 0.797270 -0.1 0.2 0.1
H -9.906180 -6.068710 0.682710 -0.1 -0.2 0.3
```
Forces are in eV/Å.

**HOMO**: -8.88 eV
**Gap between HOMO and LUMO**: 8.701 eV
**Energy relative to the best compared isomer or geometry (same formula, charge and spin)**: 1490.8 kJ/mol
**LUMO**: -0.2 eV
**Strongest force on any atom**: 10.645 eV Å⁻¹

---

Formula: C7H22O5
Source: OMol25
Level of theory: ωB97M-V/def2-TZVPD

Geometry as XYZ:
```
34
Properties=species:S:1:pos:R:3:forces:R:3
C -0.588305 2.457465 -1.185443 2.0 -3.3 1.2
O -0.923277 2.549166 0.148496 0.0 0.2 1.3
C 0.659271 1.349516 -1.061910 -3.3 -0.5 0.7
C 0.655890 0.391830 -2.236036 1.3 -0.4 0.8
C -0.173679 -0.889164 -1.996039 1.8 0.7 -0.4
C 0.770382 -3.163368 0.848891 -2.0 0.6 0.5
C -0.017196 -2.148078 0.067806 0.4 -1.6 -0.6
C 0.565570 -1.777996 -1.070981 -0.8 0.4 -0.4
H -0.413057 3.411798 -1.558937 1.2 1.6 -1.0
H -1.362133 2.026616 -1.762099 -1.0 -0.7 -0.7
H -1.729410 2.947129 0.443485 -1.0 0.5 -0.3
H 1.562770 1.845992 -1.203161 1.6 1.1 1.0
H 0.510870 0.718673 -0.018097 0.8 1.9 -2.8
H 1.756341 0.131579 -2.427562 -1.4 -0.2 0.2
H 0.432846 1.010031 -3.075483 -0.7 0.0 -1.1
H -0.176876 -1.404568 -2.930526 -0.8 -0.4 -0.9
H -1.131554 -0.768963 -1.519967 -0.7 0.6 -0.5
H 0.374942 -3.060900 1.848264 0.5 -0.8 0.6
H 1.746276 -2.829666 0.767366 2.1 0.4 0.6
H 0.808616 -4.151352 0.423901 -0.8 -0.6 0.1
H -1.053974 -1.874000 0.435765 1.6 -0.3 -1.3
H 1.579891 -2.124426 -1.432331 -1.2 0.2 0.8
H -1.755934 -1.122336 1.730255 0.3 0.5 0.3
H -0.763767 0.006096 2.103942 2.7 3.7 -1.6
O -1.214413 -0.703363 2.410350 -2.9 -4.0 2.0
H 2.788173 -0.861402 -0.332589 0.1 0.1 0.3
H 1.789837 -0.870204 0.804466 0.2 0.2 0.1
O 2.740564 -0.879178 0.632642 0.4 0.2 -0.1
H -2.144723 1.078528 1.368301 -0.8 1.2 0.2
H -3.373947 1.157118 2.205869 -0.1 0.5 0.1
O -2.857991 1.722825 1.613193 0.5 -1.5 -0.1
H 0.464274 2.272284 2.722764 -0.3 0.9 0.5
H 0.005226 1.915276 1.204784 0.2 0.9 1.1
O 0.468503 1.637039 2.030611 0.4 -1.9 -0.6
```
Forces are in eV/Å.

**HOMO**: -9.38 eV
**SMILES**: C/C=C/CCCCO.O.O.O.O
**Gap between HOMO and LUMO**: 9.876 eV
**Energy relative to the best compared isomer or geometry (same formula, charge and spin)**: 295.4 kJ/mol
**LUMO**: 0.5 eV
**Strongest force on any atom**: 5.366 eV Å⁻¹

---

Formula: C23H21NO7S
Source: OMol25
Level of theory: ωB97M-V/def2-TZVPD

Geometry as XYZ:
```
53
Properties=species:S:1:pos:R:3:forces:R:3
C 2.462418 0.020931 4.274024 -0.2 -0.1 0.3
H 2.699876 0.742182 5.053272 0.0 -0.1 0.0
O 3.142290 0.481113 3.119127 0.2 0.1 -0.3
C 2.987999 -0.181356 1.959506 0.1 -0.1 -0.3
C 2.195784 -1.318994 1.784720 0.0 0.1 0.4
C 2.076243 -1.895997 0.536222 0.3 0.1 -0.3
C 2.734957 -1.361311 -0.572486 0.3 0.3 0.5
C 3.574145 -0.256182 -0.377891 -0.2 -0.2 0.0
C 3.694331 0.328189 0.859157 0.0 0.0 0.3
H 4.325092 1.189834 1.012471 0.1 0.1 0.0
H 4.108584 0.140430 -1.228146 0.1 0.1 -0.1
C 2.573672 -1.873899 -1.939584 -0.4 -0.2 -0.2
O 3.387093 -1.705572 -2.819135 -0.1 -0.1 0.0
C 1.262572 -2.614446 -2.243891 0.3 -0.2 -0.6
H 1.389937 -3.678645 -2.012050 -0.1 0.1 0.0
H 1.021090 -2.513795 -3.307134 0.1 0.0 0.2
O 0.214915 -2.086884 -1.443438 0.1 -0.1 0.1
C -0.942722 -1.742086 -1.993210 -0.4 0.1 -0.1
O -1.259548 -1.991088 -3.141866 0.1 -0.1 0.1
C -1.793666 -1.009871 -1.038978 -0.1 0.1 0.1
C -1.273190 -0.586151 0.182165 -0.2 -0.2 -0.2
C -2.037636 0.175921 1.028933 0.3 0.3 0.7
C -3.347639 0.502228 0.711624 0.0 -0.1 0.0
C -3.886458 0.075999 -0.482192 0.0 -0.1 -0.2
C -3.112477 -0.657274 -1.392252 0.3 0.0 0.4
O -3.648281 -0.989319 -2.563769 -0.1 -0.1 -0.3
H -2.969645 -1.445217 -3.111420 0.0 0.1 0.2
H -4.899556 0.318516 -0.760305 -0.1 0.0 0.0
H -3.914770 1.097912 1.409459 -0.1 0.1 0.0
S -1.239541 0.850902 2.480916 0.4 -0.2 -0.1
O -0.615591 -0.206972 3.226808 0.0 -0.1 -0.3
O -2.158658 1.721493 3.144913 -0.2 0.2 -0.3
N 0.017366 1.770418 1.905173 -0.5 -0.4 0.6
H 0.812294 1.206315 1.647330 0.2 -0.3 0.0
C -0.305599 2.820048 0.960788 -0.1 0.3 -0.2
C -0.401014 2.333493 -0.464630 0.0 0.1 -0.2
C -1.560357 2.498386 -1.210338 0.2 0.1 0.0
C -1.637385 2.014718 -2.505241 0.0 0.0 -0.1
C -0.555584 1.361119 -3.070775 0.0 0.0 -0.1
C 0.609800 1.204152 -2.339264 0.1 0.0 0.0
C 0.685958 1.690167 -1.046551 -0.1 0.1 0.0
H 1.603129 1.574341 -0.486154 0.1 0.0 0.1
H 1.464187 0.709725 -2.777742 0.1 -0.1 -0.1
H -0.618884 0.979219 -4.078446 0.0 0.0 -0.1
H -2.545806 2.146545 -3.073511 -0.1 0.0 -0.1
H -2.407021 3.007710 -0.773926 -0.1 0.0 0.1
H -1.255084 3.239596 1.297972 0.1 0.2 -0.1
H 0.466418 3.593830 1.041750 -0.2 -0.1 0.1
H -0.262863 -0.842847 0.456482 0.1 0.0 -0.1
H 1.477169 -2.786921 0.435576 -0.1 0.0 0.0
H 1.656064 -1.742172 2.616102 0.0 0.0 0.1
H 1.380440 -0.011463 4.119395 0.2 0.0 0.0
H 2.825633 -0.967173 4.570837 0.0 0.0 0.0
```
Forces are in eV/Å.

**HOMO**: -9.07 eV
**SMILES**: COc1ccc(C(=O)COC(=O)c2cc(S(=O)(=O)NCc3ccccc3)ccc2O)cc1
**Gap between HOMO and LUMO**: 8.967 eV
**Energy relative to the best compared isomer or geometry (same formula, charge and spin)**: 0.0 kJ/mol
**LUMO**: -0.1 eV
**Strongest force on any atom**: 0.895 eV Å⁻¹

---

Formula: C4H5BrClN
Source: OMol25
Level of theory: ωB97M-V/def2-TZVPD

Geometry as XYZ:
```
12
Properties=species:S:1:pos:R:3:forces:R:3
C -0.536640 1.713956 -0.945066 0.0 -2.7 3.1
C -0.745201 -1.343716 1.454783 0.6 1.1 -1.1
C -0.241547 0.817749 0.137164 0.3 0.0 0.1
C -1.046935 -0.207750 0.468670 1.3 -0.7 -0.7
N -0.524488 2.448680 -1.788725 -0.3 2.8 -3.3
Cl 2.836412 1.050365 -2.841801 -2.3 5.5 -1.9
Br 3.542835 -0.643826 -2.237454 2.3 -5.5 2.0
H -1.065837 -2.382368 1.309047 0.4 0.4 -1.1
H 0.263971 -1.236094 1.838631 0.3 -0.4 -0.3
H -1.316169 -1.109532 2.273459 -1.6 0.7 2.4
H 0.754071 1.139668 0.491904 -0.6 -1.0 0.5
H -1.920467 -0.247130 -0.160613 -0.5 -0.3 0.2
```
Forces are in eV/Å.

**HOMO**: -10.01 eV
**SMILES**: C/C=C/C#N.ClBr
**Gap between HOMO and LUMO**: 10.198 eV
**Energy relative to the best compared isomer or geometry (same formula, charge and spin)**: 131.9 kJ/mol
**LUMO**: 0.2 eV
**Strongest force on any atom**: 6.250 eV Å⁻¹

---

Formula: C6H13N2O
Source: OMol25
Level of theory: ωB97M-V/def2-TZVPD

Geometry as XYZ:
```
22
Properties=species:S:1:pos:R:3:forces:R:3
C -1.079620 -0.991381 0.866898 -1.6 -0.3 -1.6
C 1.020499 -2.165900 0.924435 -2.2 0.0 -1.3
C 1.424999 0.174053 -2.135999 0.9 0.6 0.0
C 2.245423 0.721989 -3.238560 -2.1 0.6 -0.7
C -2.737144 0.671957 0.619615 -1.7 -0.7 0.5
C -0.734272 1.082681 2.054315 3.3 -2.6 0.2
N -0.016318 -1.585067 1.475988 2.5 -0.6 1.5
N -1.461310 0.182591 1.188325 -0.7 0.2 -0.8
O 1.733955 0.361544 -0.989218 -0.5 -0.4 1.1
H 1.676238 -2.792520 1.457013 0.7 -0.1 1.2
H 1.083881 -2.304970 -0.172286 -0.2 0.9 0.8
H 0.516117 -0.359617 -2.426968 -0.3 -0.4 0.1
H 2.872728 -0.039112 -3.612115 1.2 -0.8 -0.3
H 2.753650 1.639198 -2.932311 0.0 -0.3 -0.3
H 1.489304 0.847185 -4.044712 0.8 0.6 0.1
H -3.412010 0.968387 1.482788 0.9 0.0 -1.0
H -2.501005 1.500259 -0.038482 -0.2 0.2 0.1
H -3.330449 -0.122755 0.052152 1.4 0.9 0.8
H 0.357661 1.069300 1.768030 -1.0 -0.3 0.3
H -0.922656 2.073773 2.133325 -1.7 3.0 -0.7
H -0.844063 0.716819 3.049105 0.1 -0.4 1.0
H -0.135611 -1.648411 2.518659 0.5 -0.1 -0.9
```
Forces are in eV/Å.

**HOMO (spin up / spin down)**: -13.00 / -13.00 eV
**Charge**: +1
**Gap between HOMO and LUMO (spin up / spin down)**: 8.117 / 8.119 eV
**Energy relative to the best compared isomer or geometry (same formula, charge and spin)**: 446.2 kJ/mol
**LUMO (spin up / spin down)**: -4.9 / -4.9 eV
**Strongest force on any atom**: 4.240 eV Å⁻¹

---

Please write out number 6 again, unchanged.
Formula: C6H13N2O
Source: OMol25
Level of theory: ωB97M-V/def2-TZVPD

Geometry as XYZ:
```
22
Properties=species:S:1:pos:R:3:forces:R:3
C -1.079620 -0.991381 0.866898 -1.6 -0.3 -1.6
C 1.020499 -2.165900 0.924435 -2.2 0.0 -1.3
C 1.424999 0.174053 -2.135999 0.9 0.6 0.0
C 2.245423 0.721989 -3.238560 -2.1 0.6 -0.7
C -2.737144 0.671957 0.619615 -1.7 -0.7 0.5
C -0.734272 1.082681 2.054315 3.3 -2.6 0.2
N -0.016318 -1.585067 1.475988 2.5 -0.6 1.5
N -1.461310 0.182591 1.188325 -0.7 0.2 -0.8
O 1.733955 0.361544 -0.989218 -0.5 -0.4 1.1
H 1.676238 -2.792520 1.457013 0.7 -0.1 1.2
H 1.083881 -2.304970 -0.172286 -0.2 0.9 0.8
H 0.516117 -0.359617 -2.426968 -0.3 -0.4 0.1
H 2.872728 -0.039112 -3.612115 1.2 -0.8 -0.3
H 2.753650 1.639198 -2.932311 0.0 -0.3 -0.3
H 1.489304 0.847185 -4.044712 0.8 0.6 0.1
H -3.412010 0.968387 1.482788 0.9 0.0 -1.0
H -2.501005 1.500259 -0.038482 -0.2 0.2 0.1
H -3.330449 -0.122755 0.052152 1.4 0.9 0.8
H 0.357661 1.069300 1.768030 -1.0 -0.3 0.3
H -0.922656 2.073773 2.133325 -1.7 3.0 -0.7
H -0.844063 0.716819 3.049105 0.1 -0.4 1.0
H -0.135611 -1.648411 2.518659 0.5 -0.1 -0.9
```
Forces are in eV/Å.

**HOMO (spin up / spin down)**: -13.00 / -13.00 eV
**Charge**: +1
**Gap between HOMO and LUMO (spin up / spin down)**: 8.117 / 8.119 eV
**Energy relative to the best compared isomer or geometry (same formula, charge and spin)**: 446.2 kJ/mol
**LUMO (spin up / spin down)**: -4.9 / -4.9 eV
**Strongest force on any atom**: 4.240 eV Å⁻¹

---

Question: Which formula does entry 3 have?
Answer: C7H22O5